# 1
Density functional theory data (the ωB97M-V functional and the def2-TZVPD basis) for 2 unconnected molecules or ions with the total composition C6H14NO in a non-equilibrium geometry.

Properties
ΔE to the lowest compared entry with this formula, charge and spin in kcal per mole: 23.6
Spin multiplicity: 2
LUMO (alpha / beta) in eV: 0.89 / 0.86
E_HOMO (alpha / beta) in eV: -5.8 / -8.5

Bonds (Å) are listed after each position.
Cartesian coordinates (Å):
1 C 2.517 -2.518 0.260  C2 1.361, H5 1.089, H6 1.108
2 C 1.890 -1.358 -0.076  C1 1.361, O3 1.418, C4 1.502
3 O 0.802 -0.928 0.726  C2 1.418, H7 0.978
4 C 2.133 -0.540 -1.312  C2 1.502, H8 1.084, H9 1.103, H10 1.077
5 H 3.393 -2.845 -0.298  C1 1.089
6 H 2.159 -3.074 1.150  C1 1.108
7 H 0.392 -0.194 0.229  O3 0.978
8 H 2.920 -0.964 -1.925  C4 1.084
9 H 1.244 -0.362 -1.940  C4 1.103
10 H 2.541 0.429 -1.076  C4 1.077
11 C -2.329 2.176 1.299  C12 1.526, H15 1.083, H16 1.087, H17 1.097
12 C -1.383 1.003 1.064  C11 1.526, N14 1.514, H18 1.105, H19 1.083
13 C -1.336 -0.349 -1.053  N14 1.310, H20 1.090, H21 1.052
14 N -1.245 0.800 -0.430  C12 1.514, C13 1.310, H22 1.031
15 H -2.049 3.048 0.721  C11 1.083
16 H -3.340 1.900 1.010  C11 1.087
17 H -2.431 2.485 2.347  C11 1.097
18 H -0.347 1.167 1.414  C12 1.105
19 H -1.763 0.066 1.451  C12 1.083
20 H -1.390 -0.367 -2.142  C13 1.090
21 H -1.398 -1.256 -0.524  C13 1.052
22 H -0.980 1.682 -0.894  N14 1.031

Results of the Mulliken charge analysis, in e, for atoms 1 through 5: -0.88 0.80 -0.51 -1.08 0.25

# 2
Density functional theory data (the ωB97M-V functional and the def2-TZVPD basis) for 2 unconnected molecules or ions with the total composition C6H14NO in a non-equilibrium geometry.

Properties
Net charge: +1
ΔE to the lowest compared entry with this formula, charge and spin in kcal per mole: 30.2
LUMO in eV: -4.68
E_HOMO in eV: -14.2

Bonds (Å) are listed after each position.
Cartesian coordinates (Å):
1 C -1.218 2.558 -0.980  C2 1.517, H8 1.091, H9 1.088, H10 1.092
2 C -0.054 1.715 -0.493  C1 1.517, C3 1.526, H11 1.100, H12 1.091
3 C -0.202 0.247 -0.882  C2 1.526, C4 1.505, H13 1.087, H14 1.086
4 C 0.863 -0.592 -0.230  C3 1.505, C5 1.326, N7 1.452
5 C 2.044 -0.882 -0.760  C4 1.326, H15 1.077, H16 1.078
6 C 1.239 -0.837 2.096  N7 1.260, H17 1.082, H18 1.079
7 N 0.572 -1.157 1.076  C4 1.452, C6 1.260, H19 1.035
8 H -2.037 1.926 -1.327  C1 1.091
9 H -1.628 3.267 -0.262  C1 1.088
10 H -0.972 3.114 -1.887  C1 1.092
11 H 0.923 2.051 -0.869  C2 1.100
12 H 0.118 1.786 0.583  C2 1.091
13 H -1.147 -0.127 -0.496  C3 1.087
14 H -0.205 0.061 -1.952  C3 1.086
15 H 2.796 -1.380 -0.172  C5 1.077
16 H 2.478 -0.343 -1.586  C5 1.078
17 H 1.016 -1.188 3.095  C6 1.082
18 H 2.023 -0.105 1.974  C6 1.079
19 H -0.317 -1.685 1.086  N7 1.035
20 H -2.541 -2.653 0.036  O22 0.975
21 H -2.038 -3.060 1.403  O22 0.977
22 O -1.714 -2.717 0.548  H20 0.975, H21 0.977

Results of the Mulliken charge analysis, in e, for atoms 1 through 5: -1.20 -0.23 -0.73 0.15 -0.85

# 3
Density functional theory data (the ωB97M-V functional and the def2-TZVPD basis) for a gas-phase ion, C6H14NO (charge +1).

Properties
Net charge: +1
ΔE to the lowest compared entry with this formula, charge and spin in kcal per mole: 17.4
Structure (SMILES): C/C=C/C[C@H]([NH3+])CO
LUMO in eV: -3.37
E_HOMO in eV: -12.7

Bonds (Å) are listed after each position.
Cartesian coordinates (Å):
1 C 1.016 1.710 -0.399  O2 1.418, C3 1.504, H9 1.087, H10 1.101
2 O 2.367 2.048 -0.661  C1 1.418, H11 0.967
3 C 1.093 0.506 0.500  C1 1.504, C4 1.510, N8 1.519, H12 1.087
4 C -0.203 -0.185 0.855  C3 1.510, C5 1.508, H13 1.094, H14 1.100
5 C -0.841 -0.804 -0.363  C4 1.508, C6 1.323, H15 1.081
6 C -1.932 -1.552 -0.339  C5 1.323, C7 1.490, H16 1.091
7 C -2.548 -2.213 -1.524  C6 1.490, H17 1.095, H18 1.089, H19 1.087
8 N 1.841 0.919 1.756  C3 1.519, H20 1.020, H21 1.021, H22 1.020
9 H 0.447 1.464 -1.291  C1 1.087
10 H 0.489 2.558 0.065  C1 1.101
11 H 2.437 2.691 -1.380  O2 0.967
12 H 1.711 -0.208 -0.038  C3 1.087
13 H 0.006 -0.969 1.590  C4 1.094
14 H -0.876 0.550 1.320  C4 1.100
15 H -0.337 -0.656 -1.307  C5 1.081
16 H -2.513 -1.688 0.574  C6 1.091
17 H -3.022 -3.160 -1.245  C7 1.095
18 H -3.381 -1.637 -1.925  C7 1.089
19 H -1.845 -2.432 -2.324  C7 1.087
20 H 1.483 0.451 2.589  N8 1.020
21 H 1.779 1.930 1.883  N8 1.021
22 H 2.828 0.679 1.664  N8 1.020

Results of the Mulliken charge analysis, in e, for atoms 1 through 5: -0.65 -0.51 -0.21 -0.44 -0.48

# 4
Density functional theory data (the ωB97M-V functional and the def2-TZVPD basis) for a gas-phase ion, C6H14NO (charge +1) in a non-equilibrium geometry.

Properties
Net charge: +1
ΔE to the lowest compared entry with this formula, charge and spin in kcal per mole: 15.6
Structure (SMILES): [NH3+]CCCCCC=O
LUMO in eV: -3.72
E_HOMO in eV: -12.7

Bonds (Å) are listed after each position.
Cartesian coordinates (Å):
1 O 1.802 2.412 1.730  C2 1.202
2 C 1.922 2.503 0.537  O1 1.202, C3 1.519, H9 1.104
3 C 0.848 1.996 -0.410  C2 1.519, C4 1.527, H10 1.093, H11 1.091
4 C 0.956 0.490 -0.640  C3 1.527, C5 1.545, H12 1.098, H13 1.077
5 C 0.619 -0.307 0.640  C4 1.545, C6 1.525, H14 1.088, H15 1.089
6 C -0.869 -0.525 0.889  C5 1.525, C7 1.516, H16 1.089, H17 1.084
7 C -1.482 -1.820 0.394  C6 1.516, N8 1.498, H18 1.091, H19 1.084
8 N -1.509 -1.827 -1.103  C7 1.498, H20 1.012, H21 1.020, H22 1.021
9 H 2.780 3.015 0.069  C2 1.104
10 H 0.958 2.500 -1.374  C3 1.093
11 H -0.126 2.317 -0.039  C3 1.091
12 H 0.307 0.201 -1.477  C4 1.098
13 H 1.940 0.226 -0.990  C4 1.077
14 H 1.025 0.257 1.477  C5 1.088
15 H 1.188 -1.235 0.675  C5 1.089
16 H -1.435 0.313 0.486  C6 1.089
17 H -1.076 -0.471 1.952  C6 1.084
18 H -0.895 -2.670 0.747  C7 1.091
19 H -2.456 -2.005 0.833  C7 1.084
20 H -2.088 -1.066 -1.433  N8 1.012
21 H -0.561 -1.621 -1.417  N8 1.020
22 H -1.846 -2.684 -1.546  N8 1.021

Results of the Mulliken charge analysis, in e, for atoms 1 through 5: -0.44 -0.07 -0.60 -0.52 -0.62

# 5
Density functional theory data (the ωB97M-V functional and the def2-TZVPD basis) for a gas-phase ion, C6H14NO (charge +1) in a non-equilibrium geometry.

Properties
Net charge: +1
ΔE to the lowest compared entry with this formula, charge and spin in kcal per mole: 117.9
Structure (SMILES): C[N+](=O)CC(C)(C)C
LUMO in eV: -6.74
E_HOMO in eV: -15.5

Bonds (Å) are listed after each position.
Cartesian coordinates (Å):
1 C 1.320 0.042 1.740  C6 1.536, H9 1.095, H10 1.053, H11 1.134
2 C 1.448 -1.149 -0.520  C6 1.599, H12 1.042, H13 1.048, H14 1.144
3 C 0.755 1.445 -0.173  C6 1.516, H15 1.090, H16 1.095, H17 1.032
4 C -2.492 0.493 -1.063  N7 1.409, H18 1.141, H19 1.119, H20 1.062
5 C -0.621 -0.515 0.580  C6 1.479, N7 1.769, H21 1.131, H22 1.150
6 C 0.737 0.011 0.319  C1 1.536, C2 1.599, C3 1.516, C5 1.479
7 N -1.753 -0.671 -0.771  C4 1.409, C5 1.769, O8 1.211
8 O -1.545 -1.620 -1.493  N7 1.211
9 H 1.045 0.985 2.223  C1 1.095
10 H 0.913 -0.772 2.271  C1 1.053
11 H 2.443 -0.006 1.593  C1 1.134
12 H 1.665 -2.029 -0.006  C2 1.042
13 H 0.823 -1.280 -1.351  C2 1.048
14 H 2.411 -0.702 -0.945  C2 1.144
15 H 0.264 2.097 0.550  C3 1.090
16 H 0.520 1.518 -1.240  C3 1.095
17 H 1.770 1.475 0.010  C3 1.032
18 H -3.480 0.049 -1.422  C4 1.141
19 H -2.100 0.887 -2.034  C4 1.119
20 H -2.427 1.254 -0.325  C4 1.062
21 H -1.176 0.136 1.319  C5 1.131
22 H -0.519 -1.649 0.738  C5 1.150

Results of the Mulliken charge analysis, in e, for atoms 1 through 5: -1.55 -1.59 -1.59 -0.74 -1.07

# 6
Density functional theory data (the ωB97M-V functional and the def2-TZVPD basis) for a gas-phase ion, C6H14NO (charge +1) in a non-equilibrium geometry.

Properties
Net charge: +1
ΔE to the lowest compared entry with this formula, charge and spin in kcal per mole: 75.4
LUMO in eV: -4.69
E_HOMO in eV: -12.9

Bonds (Å) are listed after each position.
Cartesian coordinates (Å):
1 C 1.804 -0.006 0.352  C2 1.629, C3 1.574, H9 1.042, H10 1.073
2 C 1.474 0.670 -1.092  C1 1.629, C4 1.511, H11 1.003, H12 1.035
3 C 0.526 0.293 1.221  C1 1.574, N7 1.438, H13 1.108, H14 1.021
4 C 0.230 0.126 -1.755  C2 1.511, O8 1.290, H15 1.090
5 C -0.759 -1.678 0.519  N7 1.453, H16 1.049, H17 1.058, H18 1.008
6 C -1.917 0.507 0.933  N7 1.495, H19 1.036, H20 1.072, H21 1.060
7 N -0.660 -0.230 0.599  C3 1.438, C5 1.453, C6 1.495
8 O -0.588 0.815 -2.477  C4 1.290, H22 0.918
9 H 1.922 -1.013 0.113  C1 1.042
10 H 2.609 0.519 0.829  C1 1.073
11 H 1.334 1.654 -0.953  C2 1.003
12 H 2.354 0.495 -1.607  C2 1.035
13 H 0.355 0.002 2.276  C3 1.108
14 H 0.498 1.297 1.403  C3 1.021
15 H -0.155 -0.889 -1.846  C4 1.090
16 H -1.431 -1.985 -0.226  C5 1.049
17 H 0.163 -2.157 0.318  C5 1.058
18 H -1.023 -2.107 1.393  C5 1.008
19 H -1.678 1.171 1.691  C6 1.036
20 H -2.031 1.048 0.015  C6 1.072
21 H -2.727 -0.157 1.097  C6 1.060
22 H -0.299 1.623 -2.804  O8 0.918

Results of the Mulliken charge analysis, in e, for atoms 1 through 5: -0.68 -0.83 -1.06 0.17 -1.44